[1]
Molecular formula: C8H12N2O2
Method: DFT, the ωB97M-V functional and the def2-TZVPD basis

The geometry in XYZ format:
```
24
C8H12N2O2, DFT the ωB97M-V functional and the def2-TZVPD basis
C 3.35 -0.76 0.43
C 2.07 1.10 0.50
C 0.93 1.71 1.28
C -0.50 1.28 0.89
C -0.85 -0.21 1.08
C -0.65 -1.04 -0.15
C -1.79 -0.87 -1.13
C -2.46 -1.74 -3.16
H 1.96 1.03 -0.56
H 2.98 1.65 0.66
H 1.02 2.78 1.20
H 1.19 1.39 2.30
H -0.67 1.54 -0.14
H -1.18 1.89 1.46
H -0.26 -0.61 1.88
H -1.91 -0.31 1.38
H -0.63 -2.11 0.10
H 0.32 -0.85 -0.57
H -1.83 0.24 -1.40
H -2.77 -1.07 -0.65
N 2.34 -0.28 0.98
N -1.56 -1.74 -2.29
O 4.23 -1.29 -0.14
O -3.34 -1.71 -3.95
```

M in g/mol: 168.20
Orbital gap in eV: 10.92
HOMO level in eV: -10.22
Structure (SMILES): O=C=NCCCCCCN=C=O
Lowest unoccupied orbital energy in Eh: 0.02569
Relative energy (zero: lowest compared OMol25 entry of this formula, charge and spin) in kJ/mol: 166.3

Charges in e, computed with natural (NBO), in the same order as the atoms: 0.878 -0.213 -0.402 -0.396 -0.405 -0.401 -0.212 0.888 0.189 0.193 0.213 0.212 0.190 0.211 0.221 0.199 0.211 0.209 0.184 0.191 -0.592 -0.583 -0.489 -0.495

=====

[2]
Molecular formula: C6H6OS
Method: DFT, the ωB97M-V functional and the def2-TZVPD basis

The geometry in XYZ format:
```
14
C6H6OS, DFT the ωB97M-V functional and the def2-TZVPD basis
C 2.13 0.77 0.07
C 0.87 1.17 0.22
C -0.35 0.37 -0.01
C -0.54 -0.98 0.36
C -1.84 -1.28 0.12
C -1.59 0.81 -0.42
H 1.60 -1.34 -0.70
H 2.91 1.49 0.31
H 0.68 2.20 0.46
H 0.15 -1.67 0.83
H -2.35 -2.27 0.20
H -1.97 1.75 -0.75
O -2.50 -0.20 -0.38
S 2.78 -0.83 -0.31
```

M in g/mol: 126.18
Orbital gap in eV: 9.09
HOMO level in eV: -8.23
Structure (SMILES): S/C=C\c1ccoc1
Lowest unoccupied orbital energy in Eh: 0.03149
Relative energy (zero: lowest compared OMol25 entry of this formula, charge and spin) in kJ/mol: 57.3

Charges in e, computed with natural (NBO), in the same order as the atoms: -0.328 -0.242 -0.155 -0.329 0.093 0.107 0.134 0.223 0.218 0.237 0.210 0.204 -0.395 0.022

=====

[3]
Molecular formula: C26H26N2O2S
Method: DFT, the ωB97M-V functional and the def2-TZVPD basis

The geometry in XYZ format:
```
57
C26H26N2O2S, DFT the ωB97M-V functional and the def2-TZVPD basis
C -3.70 -2.53 -2.22
C -3.48 -1.15 -2.84
C -2.43 -0.29 -2.13
N -1.24 -1.05 -1.73
C -0.10 -0.37 -1.50
C 1.19 -0.90 -1.83
C 1.29 -2.15 -2.52
C 2.52 -2.75 -2.70
C 3.69 -2.09 -2.31
C 3.62 -0.80 -1.75
C 2.39 -0.22 -1.50
C -1.44 -2.35 -1.08
C -2.40 -3.24 -1.86
H -4.33 -2.42 -1.33
H -4.27 -3.15 -2.94
H -3.19 -1.25 -3.90
H -4.42 -0.59 -2.83
H -2.11 0.52 -2.80
H -2.88 0.16 -1.23
H -0.16 0.68 -1.20
H 0.37 -2.60 -2.90
H 2.55 -3.73 -3.18
H 4.66 -2.57 -2.48
H 4.54 -0.25 -1.54
H 2.33 0.77 -1.03
H -0.48 -2.88 -0.97
H -1.86 -2.19 -0.06
H -2.63 -4.12 -1.26
H -1.91 -3.60 -2.77
C 0.10 5.40 -1.33
C 0.96 4.34 -1.65
C 1.39 3.45 -0.66
C 0.92 3.57 0.65
S 1.54 2.48 1.96
C 0.55 1.06 1.92
C 0.41 0.17 3.01
C -0.73 -0.70 3.10
C -0.87 -1.59 4.16
C 0.13 -1.69 5.15
C 0.02 -2.69 6.17
N -0.06 -3.53 6.98
C 1.23 -0.82 5.10
C 1.39 0.08 4.06
O 2.89 2.12 1.56
O 1.32 3.24 3.17
C 0.05 4.62 0.97
C -0.34 5.54 -0.01
H -0.20 6.12 -2.09
H 1.32 4.22 -2.68
H 2.11 2.68 -0.91
H -0.05 0.97 1.02
H -1.48 -0.65 2.30
H -1.75 -2.23 4.21
H 1.98 -0.88 5.90
H 2.29 0.69 4.03
H -0.29 4.74 1.99
H -0.98 6.38 0.27
```

M in g/mol: 430.57
Orbital gap in eV: 3.11
HOMO level in eV: -5.88
Lowest unoccupied orbital energy in Eh: -0.10166
Relative energy (zero: lowest compared OMol25 entry of this formula, charge and spin) in kJ/mol: 591.7

Charges in e, computed with natural (NBO), in the same order as the atoms: -0.404 -0.407 -0.224 -0.364 0.261 -0.101 -0.168 -0.227 -0.131 -0.208 -0.127 -0.226 -0.412 0.208 0.227 0.207 0.233 0.224 0.208 0.228 0.217 0.230 0.229 0.239 0.246 0.238 0.217 0.233 0.200 -0.210 -0.217 -0.247 -0.215 2.149 -0.779 -0.003 -0.216 -0.165 -0.274 0.298 -0.372 -0.128 -0.259 -0.976 -0.953 -0.210 -0.214 0.216 0.211 0.215 0.193 0.181 0.213 0.220 0.228 0.249 0.219